[1]
A cluster of 2 separate species, C3H7BNO5S in total in a non-equilibrium geometry, computed with ωB97M-V/def2-TZVPD.

```
18
Properties=species:S:1:pos:R:3
O 3.383 1.066 1.270
B 2.552 0.230 0.377
O 1.292 0.874 -0.136
N 2.829 -1.205 -0.033
S 4.382 -1.391 -0.810
H 3.728 1.876 0.753
H 1.498 1.331 -1.024
H 5.007 -0.136 -1.036
C -2.506 -0.709 0.930
C -1.544 0.047 0.071
O -2.178 0.060 -1.194
C -3.515 -0.107 -0.970
O -4.378 0.024 -1.822
O -3.759 -0.437 0.332
H -2.490 -0.371 1.969
H -2.329 -1.790 0.904
H -1.406 1.080 0.408
H -0.568 -0.441 0.010
```

Properties
Kohn-Sham gap, eV: 5.303
Strongest force on any atom, eV Å⁻¹: 4.216
Charge: -1
E, a.u.: -972.59855

=====

[2]
The molecule C3H7BS2 in a non-equilibrium geometry, computed with ωB97M-V/def2-TZVPD.

```
13
Properties=species:S:1:pos:R:3
B -1.171 0.384 0.082
C 0.839 -1.471 -0.227
C 1.929 -0.591 0.391
C -2.090 1.510 -0.164
S -0.907 -1.303 0.462
S 1.540 1.139 0.047
H 0.644 -1.134 -1.245
H 1.145 -2.494 -0.267
H 2.142 -0.919 1.394
H 2.921 -0.760 0.014
H -1.596 2.263 -0.582
H -2.280 2.111 0.716
H -3.117 1.265 -0.620
```

Properties
Kohn-Sham gap, eV: 7.644
Strongest force on any atom, eV Å⁻¹: 4.726
E, a.u.: -939.66758
Energy relative to the best compared isomer or geometry (same formula, charge and spin), kcal/mol: 58.4

=====

[3]
A structure of composition C3H7BaO3 in a non-equilibrium geometry, computed with ωB97M-V/def2-TZVPD.

```
14
Properties=species:S:1:pos:R:3
C 1.340 1.966 1.034
O 2.077 0.821 1.138
H 1.348 2.617 1.924
H 1.587 2.559 0.135
H -0.124 1.538 0.413
O 0.354 -2.696 -0.687
C -0.758 -1.956 -0.831
O -0.515 -0.757 -0.008
C -1.233 0.415 -0.199
Ba 1.920 -1.605 0.574
H -1.673 -2.405 -0.394
H -0.953 -1.602 -1.863
H -1.065 0.863 -1.183
H -2.305 0.241 -0.054
```

Properties
⟨S²⟩: 0.7716
Kohn-Sham gap (alpha / beta), eV: 5.572 / 7.379
Strongest force on any atom, eV Å⁻¹: 1.924
E, a.u.: -369.58303
2S+1: 2
Energy relative to the best compared isomer or geometry (same formula, charge and spin), kcal/mol: 38.7

=====

[4]
A cluster of 2 separate species, C3H7Cl in total in a non-equilibrium geometry, computed with ωB97M-V/def2-TZVPD.

```
11
Properties=species:S:1:pos:R:3
C 0.864 1.568 -0.135
C -0.578 -1.224 -0.697
C -1.013 -0.296 0.314
Cl -2.629 0.355 0.129
H 0.454 2.221 -0.881
H 0.546 1.733 0.865
H 1.758 1.048 -0.059
H 0.401 -1.423 -0.597
H -0.731 -0.769 -1.683
H -1.209 -2.106 -0.825
H -0.670 -0.265 1.358
```

Properties
Kohn-Sham gap (alpha / beta), eV: 9.165 / 8.304
Strongest force on any atom, eV Å⁻¹: 3.840
E, a.u.: -578.54475
Energy relative to the best compared isomer or geometry (same formula, charge and spin), kcal/mol: 83.4

=====

[5]
A structure of composition C3H7ClFN in a non-equilibrium geometry, computed with ωB97M-V/def2-TZVPD.

```
13
Properties=species:S:1:pos:R:3
C -0.524 0.790 -0.801
C 0.185 0.533 0.592
C 0.225 -0.938 1.154
H 1.296 -0.526 -1.229
H -0.332 -0.180 -2.653
H -1.722 0.823 -0.771
H -0.428 1.772 -1.270
H 1.128 1.254 0.724
H -0.300 0.869 1.599
H 0.408 -1.723 0.306
N 0.011 -0.354 -1.535
F 1.338 -0.891 1.963
Cl -1.284 -1.429 1.922
```

Properties
Kohn-Sham gap, eV: 10.106
Strongest force on any atom, eV Å⁻¹: 5.628
E, a.u.: -733.18529
Energy relative to the best compared isomer or geometry (same formula, charge and spin), kcal/mol: 87.9

=====

[6]
A cluster of 2 separate species, C3H7ClFOP in total in a non-equilibrium geometry, computed with ωB97M-V/def2-TZVPD.

```
14
Properties=species:S:1:pos:R:3
C 1.200 -1.054 -0.945
C -1.207 -1.701 -1.297
C -0.299 -0.806 -1.028
O -0.538 1.522 2.891
F 0.991 1.879 1.139
P -0.617 1.853 1.351
Cl -0.949 3.920 1.412
H 1.822 -0.394 -1.608
H 1.573 -1.168 0.012
H 1.358 -2.053 -1.470
H -0.802 -2.600 -1.613
H 0.257 2.032 3.354
H -2.272 -1.594 -1.299
H -0.516 0.165 -0.898
```

Properties
Kohn-Sham gap, eV: 10.378
Strongest force on any atom, eV Å⁻¹: 4.726
E, a.u.: -1095.18771
SMILES: OP(F)Cl.C=CC
Energy relative to the best compared isomer or geometry (same formula, charge and spin), kcal/mol: 28.5

=====

[7]
The molecule C3H7ClN2O in a non-equilibrium geometry, computed with ωB97M-V/def2-TZVPD.

```
14
Properties=species:S:1:pos:R:3
C 0.359 -0.969 1.217
C 0.814 -0.029 0.406
C 1.887 -0.289 -0.542
N -1.724 0.922 -0.477
N 0.290 1.499 0.587
O -1.117 1.469 0.689
Cl 3.377 0.548 0.024
H -0.418 -0.884 1.994
H 0.731 -2.023 1.088
H 1.768 0.123 -1.626
H 2.061 -1.432 -0.683
H -2.177 0.105 -0.038
H -2.516 1.628 -0.630
H 0.741 1.958 -0.223
```

Properties
Kohn-Sham gap, eV: 10.257
Strongest force on any atom, eV Å⁻¹: 4.423
E, a.u.: -763.28297
SMILES: C=C(CCl)NON
Energy relative to the best compared isomer or geometry (same formula, charge and spin), kcal/mol: 96.8

=====

[8]
The ion C3H7ClN3 with charge +1 in a non-equilibrium geometry, computed with ωB97M-V/def2-TZVPD.

```
14
Properties=species:S:1:pos:R:3
C 1.183 0.782 0.175
C -0.066 -0.260 -1.414
C -0.912 -0.487 0.887
N 1.933 0.983 -0.878
N 0.040 0.072 -0.020
N 1.043 0.297 -2.110
Cl 0.900 1.454 -3.290
H 1.423 1.169 1.079
H -0.048 -1.380 -1.497
H -1.169 -0.136 -1.901
H -1.877 -0.677 0.385
H -0.441 -1.374 1.295
H -1.107 0.095 1.768
H 2.900 1.599 -0.639
```

Properties
Kohn-Sham gap, eV: 9.222
Strongest force on any atom, eV Å⁻¹: 4.528
Charge: +1
E, a.u.: -742.56391
SMILES: C[N+]1=CNN(Cl)C1
Energy relative to the best compared isomer or geometry (same formula, charge and spin), kcal/mol: 104.9